This record from the Open Molecules 2025 dataset describes a structure of composition C45H44GaIN7O14 in a non-equilibrium geometry. The level of theory is ωB97M-V/def2-TZVPD.

- LUMO: 0.12 eV
- Total charge: -1
- E_tot: -146929.7729 eV

The geometry in XYZ format:
```
112
Properties=species:S:1:pos:R:3:forces:R:3
C -4.928 4.522 -7.719 0.03 0.02 0.02
C -3.801 4.947 -0.824 -0.09 0.12 -0.44
H 0.280 -9.200 -5.885 -0.02 0.14 -0.15
H 0.981 0.539 -0.766 -0.31 -0.14 0.05
H 1.266 3.646 9.617 -0.04 -0.08 -0.36
C 5.478 1.063 3.372 -0.38 0.25 -0.03
C 1.122 -6.427 -7.672 -0.08 -0.01 -0.03
C 0.000 0.091 -0.628 -0.30 -0.21 -0.14
O -3.784 -10.358 -5.404 -1.26 0.69 0.78
H 6.933 2.695 11.561 0.00 -0.12 -0.22
C -4.384 -8.472 -4.192 0.19 0.80 0.35
H -2.514 6.680 -6.594 -0.20 -0.21 -0.18
H -3.490 6.011 -4.426 -0.04 0.01 -0.21
C -5.371 -7.793 -3.465 0.00 0.01 0.00
H 0.386 2.159 5.637 0.11 0.17 0.27
O -2.998 -3.485 -1.439 1.41 0.52 -0.14
C 3.113 2.564 3.395 -0.02 -0.06 -0.06
N 2.520 1.706 1.144 -1.18 0.48 -0.23
C 0.206 -8.408 -6.629 -0.01 0.11 -0.10
O 0.813 -4.461 -9.559 -1.38 -1.24 0.07
C -2.837 -6.654 -3.824 -0.36 -0.28 -0.01
H 1.230 4.383 0.695 -0.18 0.41 -0.22
N -4.689 -9.780 -4.784 -0.32 -0.96 -0.40
C -3.859 5.429 -7.759 -0.38 -0.27 0.88
C -3.889 5.597 -5.350 -0.15 -0.13 -0.30
C -0.485 1.080 7.278 0.18 0.26 0.28
H -5.366 4.390 -4.346 0.11 0.07 -0.18
O -1.130 -5.251 -10.204 1.49 -0.06 1.01
H -3.005 0.743 0.837 0.13 -0.13 -0.13
O -5.834 -10.229 -4.634 1.68 0.53 -0.27
H -2.336 -8.428 -4.926 -0.35 -0.01 0.11
H -1.876 -7.309 -9.081 0.31 0.18 0.09
C -1.548 -1.727 -0.997 0.17 0.67 0.30
C -0.623 0.986 8.663 0.08 0.10 -0.08
H 4.861 0.357 1.439 -0.26 0.25 0.10
O -0.948 -3.614 -2.209 -1.46 0.58 0.80
C 5.171 1.875 4.465 -0.09 0.55 -0.44
O 2.825 0.962 0.199 0.03 0.66 0.65
C -2.407 5.287 -1.660 -0.77 -3.19 -0.48
C 8.654 0.508 9.597 -0.35 0.22 0.00
H -1.855 -6.206 -3.961 -0.19 -0.10 0.04
H 8.037 -0.197 7.664 -0.25 0.24 0.11
H -1.487 3.298 -0.986 0.49 2.18 -0.49
N 1.759 4.081 6.981 0.67 0.98 -0.78
H 9.032 1.374 11.534 -0.15 -0.02 -0.17
C 0.925 3.022 7.561 -0.57 -0.78 0.36
C 0.288 2.100 6.719 0.08 0.06 0.05
H -1.682 -9.109 -7.399 0.11 0.17 -0.04
H -0.111 1.834 10.578 0.05 0.07 -0.22
C -0.900 -8.356 -7.479 0.28 0.27 -0.04
H -0.977 0.356 6.633 0.13 0.20 0.09
H 6.399 0.484 3.368 -0.19 0.08 -0.04
O -2.307 6.580 -9.044 -1.42 -1.13 -0.10
C 7.783 0.441 8.508 -0.05 0.07 0.02
H 1.917 -5.688 -7.735 -0.33 -0.08 -0.14
C 0.782 2.935 8.952 0.00 -0.04 -0.06
H -0.976 4.825 1.945 -0.32 -0.09 0.04
O 1.505 2.416 1.179 1.65 -1.92 0.17
H -3.740 3.896 -0.273 0.10 2.32 -1.14
H -6.292 3.444 -6.443 0.18 0.15 -0.07
C 1.215 -7.449 -6.726 -0.32 0.03 -0.25
C 3.991 2.621 4.480 0.25 -0.29 -0.37
C 8.347 1.321 10.689 -0.10 0.00 -0.10
C 6.289 2.009 9.620 0.03 -0.03 -0.05
H -0.765 1.754 0.508 0.03 -0.20 -0.10
N -0.112 -5.285 -9.497 -0.07 1.10 -0.95
H 0.500 -1.684 -1.731 -0.33 0.00 0.10
C 6.604 1.198 8.521 0.70 0.11 0.77
C -2.245 0.206 0.273 0.25 -0.35 -0.25
C -5.082 -6.539 -2.922 0.30 -0.34 -0.29
H -4.050 5.804 -0.049 0.46 -1.93 -1.59
N -1.853 -3.035 -1.589 0.18 -0.54 -0.33
O 1.846 4.136 5.745 -0.34 0.05 2.14
O 4.681 1.861 7.404 1.47 -1.12 0.01
I -2.091 7.451 -1.735 -0.23 -0.75 -0.24
O 2.333 4.856 7.759 -0.73 -1.06 -1.04
C -3.820 -5.971 -3.105 -0.07 0.03 -0.08
H 2.199 3.153 3.421 0.17 -0.14 -0.25
N 5.696 1.152 7.369 -0.86 -0.27 -0.65
O 6.000 0.408 6.424 -0.31 0.33 2.18
H -1.222 0.186 9.095 0.11 0.17 -0.09
H 5.375 2.598 9.646 0.18 -0.21 -0.23
C 0.005 -6.372 -8.517 0.08 -0.75 0.71
Ga -0.208 5.140 0.575 0.79 0.20 -0.02
O -3.772 5.314 -10.076 0.73 0.72 1.38
C 0.004 1.912 9.499 0.07 0.04 -0.42
H 5.856 1.929 5.309 -0.34 0.39 -1.00
C 3.428 1.753 2.297 0.57 0.12 0.64
C -2.534 -1.048 -0.270 -0.05 0.04 0.02
H -4.664 4.860 -1.639 1.63 0.36 1.91
C -0.983 0.773 0.090 -0.10 -0.03 0.05
H -3.524 -1.475 -0.120 0.31 -0.06 -0.16
H -0.316 4.418 -1.993 -1.62 -0.07 1.64
H 0.178 6.718 0.448 -0.28 -0.26 -0.01
C -4.946 4.686 -5.306 0.07 0.05 -0.14
H -6.360 -8.220 -3.316 0.32 -0.07 -0.17
C -3.113 -7.909 -4.369 -0.06 0.03 0.04
H -2.627 4.934 -2.778 0.49 1.14 2.31
H -5.345 4.097 -8.629 0.27 0.22 0.12
H 2.075 -7.497 -6.060 -0.17 0.06 -0.17
C -3.340 5.972 -6.577 -0.05 -0.06 -0.06
C -0.277 -1.164 -1.174 -0.09 0.05 0.05
H 3.757 3.249 5.336 0.13 -0.20 -0.40
H -5.842 -6.002 -2.358 0.14 -0.15 -0.13
C 4.607 0.995 2.283 -0.01 0.03 0.07
C -1.007 -7.337 -8.428 0.06 0.05 0.02
C -5.467 4.152 -6.485 0.32 0.28 -0.06
C -1.125 4.413 -1.129 -0.58 0.11 -1.47
H -3.602 -4.990 -2.687 -0.03 -0.37 -0.12
H 9.575 -0.071 9.593 -0.22 0.11 -0.05
C 7.167 2.066 10.705 0.10 -0.26 -0.33
N -3.272 5.802 -9.052 0.55 0.36 -1.07
```
Forces are in eV/Å.


This record from the Open Molecules 2025 dataset describes a structure of composition C45H45B3N6O17 in a non-equilibrium geometry. The level of theory is ωB97M-V/def2-TZVPD.

- LUMO: -0.67 eV
- E_tot: -93160.3374 eV

The geometry in XYZ format:
```
116
Properties=species:S:1:pos:R:3:forces:R:3
H 2.171 -1.695 -0.804 0.34 -0.14 0.14
C -1.819 7.015 3.703 0.10 0.10 -0.27
O -0.406 2.464 -1.318 0.45 -0.02 1.47
H 0.278 -9.503 -5.073 0.10 0.12 0.07
C -2.047 1.544 0.961 0.13 0.35 0.67
O -2.684 6.458 8.815 0.03 -0.05 0.19
O -3.386 1.045 0.766 0.25 -0.61 -0.41
H -5.527 -3.512 -0.780 -0.14 0.00 0.07
C 2.826 -8.260 -6.941 0.21 0.13 -0.12
C 0.131 -3.578 -3.106 0.23 -0.04 -0.25
C 5.856 4.252 -4.958 0.01 0.00 -0.01
H -2.421 5.315 6.583 0.09 -0.06 -0.10
H -6.463 -5.133 3.082 -0.11 0.09 -0.11
C 0.926 -9.348 -5.923 -0.22 -0.12 0.11
H -1.250 6.947 2.787 0.05 -0.14 0.07
H 1.346 -10.387 -9.116 0.01 0.00 0.02
H 2.566 4.093 10.368 -0.02 0.00 -0.01
O -3.177 5.669 10.754 0.00 -0.01 0.00
H 2.725 -4.222 -5.857 0.00 0.00 0.03
C 1.472 -3.659 -2.768 0.18 0.01 0.16
H 7.538 3.919 -6.248 0.00 -0.04 0.00
O 5.736 -0.479 -6.254 0.02 0.00 -0.01
C -1.034 5.360 9.981 0.36 -0.10 0.01
H 2.626 -0.101 2.952 0.21 -0.16 0.16
C -3.501 -5.040 1.453 -0.02 -0.01 0.03
H -1.344 -3.677 -4.668 -0.01 0.04 0.16
C 0.699 -10.043 -7.101 0.11 0.05 -0.09
C 2.405 -3.894 -3.763 -0.08 0.04 -0.09
H 3.906 -1.259 -1.018 -0.24 -0.10 -0.34
H 3.654 -7.568 -6.882 -0.06 0.02 0.16
B 0.978 2.543 -1.118 0.06 -0.61 -1.58
O 3.984 -0.294 -5.022 -0.02 0.05 0.07
H -1.510 3.504 1.657 -0.45 0.19 -0.48
C -0.119 5.600 8.969 0.05 0.11 -0.24
H 1.798 -3.539 -1.745 -0.17 -0.06 -0.01
H -4.749 -0.883 -1.105 0.17 -0.19 0.20
H -1.809 1.326 2.006 -0.18 -0.05 -0.14
H -2.920 3.454 0.500 0.20 0.22 0.23
C 4.753 3.685 -4.333 0.12 0.06 -0.07
C -3.287 7.196 6.060 -0.07 0.18 -0.21
C 2.595 -8.959 -8.114 -0.13 -0.08 0.04
C -0.296 -3.736 -4.412 -0.23 -0.01 -0.19
H 0.908 3.661 12.148 -0.04 0.01 0.00
C 1.986 -8.460 -5.860 -0.07 -0.16 -0.31
H -1.402 4.476 11.906 -0.10 0.09 -0.10
H 1.730 0.126 -2.156 0.28 -0.27 0.03
O -3.640 1.699 -1.365 -0.01 0.75 -0.18
C 1.549 4.446 10.257 0.01 0.00 0.00
C 5.290 1.581 -5.331 0.04 0.34 0.05
H 7.041 1.531 -6.579 -0.12 -0.12 0.04
N -0.857 -3.304 -2.058 0.00 0.03 -0.01
O 3.132 -6.907 -4.608 0.08 -0.05 -0.03
C 0.644 -3.969 -5.404 0.15 -0.02 0.09
H 3.455 -3.958 -3.514 -0.02 -0.02 0.02
C 6.398 2.131 -5.951 0.22 -0.01 -0.17
C -2.476 6.095 5.839 -0.05 -0.12 0.15
O 1.558 3.747 -1.561 -0.12 -0.09 1.65
O -2.030 -3.256 -2.378 0.02 -0.04 -0.02
C 0.619 4.205 11.259 0.07 0.05 -0.13
H -2.699 8.896 3.188 0.02 -0.03 -0.02
O 1.472 -7.915 -3.685 -0.02 -0.01 -0.01
C 2.430 0.367 -1.350 0.29 0.34 0.54
N -2.405 5.866 9.842 -0.08 0.00 0.03
H -1.348 0.953 0.356 -0.17 0.16 -0.06
C 1.530 -9.847 -8.196 0.00 -0.01 -0.02
C 6.678 3.475 -5.763 -0.12 0.04 0.10
C 3.072 -0.743 0.834 -0.69 0.01 -0.79
H -3.294 -0.657 -2.069 0.01 -0.07 0.13
C -0.681 4.664 11.123 -0.07 -0.10 0.26
H -3.857 7.270 6.974 0.03 -0.05 0.00
B 0.935 4.733 -0.778 -0.21 0.48 -0.98
C 2.938 -0.935 -0.633 -0.18 0.42 0.56
H 6.074 5.303 -4.817 0.00 -0.02 0.00
C -3.365 8.203 5.108 0.03 -0.04 -0.04
C -1.920 3.069 0.724 0.63 -0.61 -0.06
C 2.871 -0.448 1.978 0.10 0.09 0.15
C 4.467 2.342 -4.519 -0.25 -0.02 0.17
C -2.635 8.111 3.929 -0.06 -0.02 0.15
H 0.326 -4.089 -6.431 -0.03 0.01 0.02
H -0.129 -10.736 -7.166 0.01 0.01 0.03
O -0.451 -3.134 -0.924 -0.02 0.01 0.04
H -2.466 -5.332 1.580 -0.01 0.01 -0.01
O -8.292 -4.071 1.895 0.01 -0.02 0.01
C 1.180 5.141 9.112 0.01 -0.07 0.13
C -5.221 -4.013 0.127 0.05 0.10 -0.22
O -0.451 4.741 -0.655 0.82 -0.73 1.03
H 4.114 4.290 -3.703 -0.02 -0.06 0.01
H 3.302 0.876 -1.776 -0.22 -0.12 -0.18
H 3.243 -8.811 -8.967 0.01 0.02 0.03
H -3.996 9.065 5.285 0.00 -0.02 -0.01
H 1.599 5.516 -0.180 -0.02 0.21 -0.21
C 1.993 -4.045 -5.080 -0.02 0.03 -0.05
C -3.579 0.809 -0.572 -0.11 -0.58 -0.52
H 1.906 5.326 8.332 -0.04 0.00 -0.02
O -7.834 -3.303 -0.062 0.02 0.00 -0.01
C -5.747 -4.926 2.299 -0.05 -0.10 0.26
C -3.899 -4.395 0.290 0.07 -0.09 0.10
C -1.746 6.021 4.665 -0.22 0.31 0.06
O -0.214 4.849 3.413 0.02 -0.04 -0.04
H -0.403 6.140 8.077 -0.13 0.01 0.08
C -3.684 -0.635 -1.051 0.01 0.56 0.54
N -7.526 -3.852 0.977 -0.12 0.03 -0.02
H -3.130 -1.308 -0.396 -0.26 -0.09 -0.11
C -6.129 -4.278 1.137 0.34 -0.08 0.04
C -4.425 -5.308 2.455 0.06 0.05 -0.14
H 2.573 1.864 0.178 -0.23 -0.20 0.14
H -3.178 -4.188 -0.490 -0.06 0.05 0.01
H -4.112 -5.813 3.360 -0.04 0.01 0.00
O -0.835 4.002 5.290 0.02 0.00 0.01
N 4.979 0.160 -5.551 0.00 -0.10 -0.02
H 3.604 1.911 -4.031 0.04 -0.15 -0.10
C 1.765 1.384 -0.391 0.13 0.64 -0.39
N -0.866 4.869 4.440 0.02 -0.06 0.00
N 2.215 -7.704 -4.622 0.00 0.07 0.14
B -0.924 3.429 -0.445 -1.16 0.41 -1.03
H 1.068 0.916 0.313 0.21 -0.14 -0.14
```
Forces are in eV/Å.